Entry 1:
Entry from the Open Molecules 2025 dataset: a 7-piece molecular cluster, C29H59F4N10O9S4 overall (ωB97M-V/def2-TZVPD).

Computed properties:
charge = +3
Kohn-Sham gap = 0.2927 hartree

Each line ends with the Löwdin charge.
Geometry (Å):
C -23.47699 -3.37299 -9.26997  -0.08
C -23.51889 -4.83792 -8.89811  -0.13
N -24.58253 -5.16042 -7.92936  -0.02
C -24.45417 -6.08776 -6.92058  0.00
C -25.65559 -6.19153 -6.31853  0.01
N -26.50185 -5.32180 -6.97274  -0.08
C -25.84368 -4.77138 -7.98071  -0.02
C -27.90242 -5.05091 -6.61510  0.04
H -24.32519 -3.06758 -9.89010  0.08
H -22.59805 -3.18154 -9.89150  0.07
H -23.38441 -2.73233 -8.39495  0.06
H -22.57561 -5.05568 -8.39440  0.10
H -23.57969 -5.49544 -9.76308  0.14
H -23.52070 -6.58179 -6.72548  0.13
H -26.03160 -6.86253 -5.56634  0.15
H -26.26170 -4.08345 -8.69491  0.17
H -28.28230 -4.30034 -7.30141  0.10
H -27.91988 -4.60406 -5.62293  0.10
H -28.47448 -5.97200 -6.63002  0.11
C -16.75226 -6.76474 -11.48127  -0.05
C -17.21384 -5.96732 -10.27934  -0.15
N -17.52514 -6.85298 -9.12478  -0.03
C -18.76276 -7.38960 -8.88004  -0.01
C -18.69081 -8.08387 -7.72325  0.00
N -17.40619 -7.92244 -7.25284  -0.08
C -16.74500 -7.13492 -8.09507  -0.02
C -16.90453 -8.40824 -5.97159  0.02
H -17.48811 -7.40653 -11.95583  0.09
H -15.88948 -7.38322 -11.20709  0.08
H -16.31317 -6.07985 -12.20761  0.09
H -18.12870 -5.41221 -10.48004  0.09
H -16.43473 -5.27425 -9.97174  0.13
H -19.60570 -7.18574 -9.51565  0.15
H -19.44487 -8.54146 -7.10894  0.14
H -15.71580 -6.82533 -8.02462  0.17
H -17.58669 -8.11841 -5.17488  0.09
H -15.88245 -8.09172 -5.79471  0.10
H -16.90374 -9.49882 -5.99546  0.11
C -23.07979 0.96679 -14.26605  -0.06
C -24.08925 1.63981 -13.36428  -0.14
N -23.60821 1.69996 -11.96623  -0.03
C -23.40084 2.84227 -11.22716  0.02
C -22.70362 2.48448 -10.12616  0.00
N -22.59759 1.11860 -10.16030  -0.07
C -23.13594 0.67192 -11.28793  -0.04
C -21.93962 0.28375 -9.16865  0.01
H -22.87787 -0.06474 -13.97652  0.07
H -22.13325 1.50764 -14.24515  0.09
H -23.42171 0.96974 -15.29918  0.09
H -25.07254 1.17131 -13.36386  0.13
H -24.22065 2.67206 -13.68458  0.13
H -23.77338 3.77514 -11.61198  0.14
H -22.33938 3.10702 -9.33022  0.14
H -23.20919 -0.36186 -11.57401  0.17
H -22.21522 0.60887 -8.16358  0.09
H -20.85664 0.37085 -9.23115  0.11
H -22.20634 -0.76253 -9.27694  0.07
C -17.18641 -0.83230 -5.21970  0.04
C -17.37879 -1.73700 -4.03806  -0.40
O -17.36882 -1.42236 -2.89814  0.19
N -17.35327 -3.20814 -4.37914  0.06
H -18.21702 -3.36678 -4.95008  0.09
H -16.57165 -3.37598 -5.01656  0.18
C -17.33272 -4.17826 -3.23170  0.03
H -17.93098 -1.01386 -6.00019  0.09
H -16.21336 -0.99177 -5.68796  0.11
H -17.26334 0.17790 -4.83003  0.11
H -18.22022 -3.96474 -2.64853  0.10
H -16.40118 -4.03425 -2.69710  0.11
H -17.38231 -5.16774 -3.67629  0.10
C -24.02238 -4.20476 -2.31575  -0.08
C -23.85512 -2.89671 -3.07436  -0.23
C -22.53187 -2.26475 -2.69742  -0.14
N -22.39881 -0.84089 -3.17514  -0.26
C -22.56326 -0.79164 -4.67062  0.04
C -21.05239 -0.28649 -2.76572  -0.10
C -21.27823 1.18768 -2.56926  -0.15
C -22.69189 1.28381 -1.96451  -0.11
C -23.42685 0.03016 -2.47261  -0.07
H -23.14904 -4.84770 -2.40140  0.07
H -24.86384 -4.78401 -2.70198  0.08
H -24.27698 -4.03040 -1.26933  0.09
H -24.70882 -2.23566 -2.92110  0.12
H -23.84689 -3.10956 -4.14741  0.10
H -21.65782 -2.80112 -3.06895  0.11
H -22.37978 -2.24370 -1.61484  0.15
H -23.61647 -0.91427 -4.89172  0.11
H -21.86256 -1.48140 -5.12882  0.08
H -22.32614 0.23975 -4.94107  0.11
H -20.35345 -0.55406 -3.55649  0.13
H -20.77352 -0.75096 -1.82134  0.15
H -21.26671 1.80416 -3.47252  0.12
H -20.50029 1.64901 -1.96163  0.13
H -23.16165 2.20460 -2.30208  0.12
H -22.63725 1.36940 -0.88068  0.13
H -24.23670 0.32458 -3.13058  0.14
H -23.77872 -0.54476 -1.62301  0.13
N -18.44379 -1.40593 -11.95374  -0.26
S -19.18880 -2.47208 -11.09866  0.47
O -19.13060 -3.79298 -11.64710  -0.29
O -20.33386 -2.17012 -10.30822  -0.31
F -18.05756 -2.57002 -9.91956  -0.24
S -19.60247 -0.74336 -12.87745  0.47
O -20.33563 0.26874 -12.18736  -0.30
O -20.25899 -1.62814 -13.76373  -0.25
F -18.65200 0.08452 -13.80252  -0.14
N -19.89678 -3.91946 -5.34717  -0.30
S -20.83008 -5.21950 -4.87923  0.50
O -20.27677 -6.50131 -5.09088  -0.24
O -22.22567 -5.03200 -5.04643  -0.26
F -20.62327 -4.98889 -3.31896  -0.18
S -20.32194 -3.79928 -6.86354  0.46
O -21.36383 -2.85103 -7.11785  -0.27
O -20.30260 -4.97681 -7.65835  -0.25
F -19.01643 -2.99625 -7.32853  -0.18

Entry 2:
Entry from the Open Molecules 2025 dataset: a 13-piece molecular cluster, H26O13 overall (ωB97M-V/def2-TZVPD).

Computed properties:
charge = 0
Kohn-Sham gap = 0.3616 hartree

Each line ends with the Löwdin charge.
Geometry (Å):
O 1.45834 -2.60285 1.45023  -0.04
H 0.98683 -1.82527 1.16336  -0.01
H 1.93225 -2.78315 0.63075  0.04
O -0.12289 -0.34860 -0.22689  -0.10
H -0.89974 -0.02588 0.31102  0.02
H 0.62154 0.15538 0.09068  -0.02
O -3.21581 -0.63142 -0.92265  -0.02
H -3.20589 0.31303 -0.74574  0.05
H -4.14088 -0.77988 -1.04794  0.06
O -4.19564 -0.52603 1.83820  -0.08
H -3.37084 -0.10034 1.57972  -0.04
H -4.88982 0.16424 1.90204  0.05
O -2.21537 -2.70863 0.36937  -0.07
H -2.05324 -2.55647 1.32111  0.04
H -2.55105 -1.90080 -0.03088  -0.05
O 2.04155 -0.28688 -1.94377  0.02
H 2.21439 -0.97859 -1.32350  0.06
H 2.45104 -0.62492 -2.69946  0.05
O -0.95523 1.77908 -1.93351  -0.08
H -1.57773 1.51590 -2.65371  0.06
H -0.74464 0.95003 -1.47292  -0.02
O 3.57518 1.66546 -1.09136  -0.05
H 2.98649 1.01807 -1.51221  -0.01
H 4.29959 1.65016 -1.69808  0.05
O -1.68769 0.61659 1.67521  -0.06
H -1.44212 1.55853 1.80891  0.05
H -1.35860 0.05968 2.39263  0.09
O 1.82318 1.16004 0.83818  -0.04
H 1.85883 1.72320 1.63819  0.11
H 2.51541 1.27723 0.21601  -0.02
O -0.33292 -2.10710 -2.59463  -0.06
H -0.29370 -1.73422 -1.69374  0.00
H -0.01045 -1.46902 -3.20618  0.00
O -0.54247 2.91749 1.10771  -0.03
H -0.63496 3.64894 1.74097  0.08
H 0.25225 3.06244 0.62292  0.04
O 4.16396 -0.28488 1.25151  -0.03
H 3.30786 0.13719 1.19328  -0.03
H 3.95298 -1.09776 1.65516  0.00

It is found that the ΔE to the lowest compared entry with this formula, charge and spin values, taken in the order of the records, are 0.0, 221.9 kJ/mol.
It is found that the max |F| values, taken in the order of the records, are 4.52, 2.81 eV/A.
It is found that the E_LUMO values, taken in the order of the records, are -6.60, -0.24 eV.